Model A:
Formula: CH14O6
Source: OMol25
Level of theory: ωB97M-V with the def2-TZVPD basis set

```
21
Properties=species:S:1:pos:R:3
C -2.506 -0.502 1.146
O -2.784 -0.858 -0.177
H -2.555 -1.215 1.974
H -1.488 -0.071 1.156
H -3.275 0.236 1.306
H -2.008 -1.253 -0.632
O 1.796 2.350 -2.548
H 0.868 2.720 -2.497
H 1.425 1.458 -2.738
O -0.168 0.919 -1.412
H -0.598 0.941 -2.222
H -0.824 1.096 -0.664
O 2.781 0.733 1.323
H 2.635 1.609 1.627
H 3.303 0.982 0.560
O -0.338 -1.856 -1.062
H 0.028 -1.025 -1.350
H 0.256 -2.451 -1.386
O 1.256 -1.264 2.940
H 0.426 -1.483 2.403
H 1.770 -1.066 2.251
```

E_HOMO: -10.224 eV
SMILES: CO.O.O.O.O.O
Gap between HOMO and LUMO: 10.18 eV
LUMO level: 0.0 eV

***

Model B:
Formula: CH14O6
Source: OMol25
Level of theory: ωB97M-V with the def2-TZVPD basis set

```
21
Properties=species:S:1:pos:R:3
C -0.500 -4.186 0.563
O -0.049 -3.233 -0.423
H -1.226 -4.679 -0.131
H -1.177 -3.722 1.298
H 0.255 -4.883 0.965
H 0.775 -2.866 -0.075
O -1.698 1.821 1.909
H -0.848 2.287 1.850
H -2.171 2.607 2.215
O -0.477 2.887 -1.616
H -0.960 3.215 -2.403
H 0.250 3.430 -1.282
O 2.587 2.729 -0.444
H 2.771 3.351 0.267
H 3.418 2.280 -0.620
O -2.090 -0.497 0.166
H -2.379 0.390 0.404
H -1.299 -0.575 0.706
O 1.847 -0.178 -0.839
H 1.223 -0.823 -1.182
H 1.748 0.644 -1.327
```

E_HOMO: -10.168 eV
SMILES: CO.O.O.O.O.O
Gap between HOMO and LUMO: 10.41 eV
LUMO level: 0.2 eV

***

Short version: model B is the most stable of them.

***

Model A:
Formula: C2H2OS
Source: OMol25
Level of theory: ωB97M-V with the def2-TZVPD basis set

```
6
Properties=species:S:1:pos:R:3
O 1.032 -2.014 -0.577
C 0.620 -0.935 0.114
C 0.079 -0.106 0.783
S -0.086 1.497 2.007
H 0.710 -2.271 -1.483
H 0.236 0.687 3.034
```

E_HOMO: -9.149 eV
SMILES: OC#CS
Gap between HOMO and LUMO: 9.42 eV
LUMO level: 0.3 eV

***

Model B:
Formula: C2H2OS
Source: OMol25
Level of theory: ωB97M-V with the def2-TZVPD basis set

```
6
Properties=species:S:1:pos:R:3
C 0.262 0.210 0.014
C 1.553 0.670 0.116
O 1.061 -0.901 0.248
S -1.526 0.110 -0.263
H 0.851 -1.417 -0.571
H -1.858 1.291 -0.586
```

E_HOMO: -8.726 eV
Gap between HOMO and LUMO: 9.11 eV
LUMO level: 0.4 eV

***

Model C:
Formula: C2H2OS
Source: OMol25
Level of theory: ωB97M-V with the def2-TZVPD basis set

```
6
Properties=species:S:1:pos:R:3
C 1.515 -1.273 -0.646
C -1.099 0.667 0.336
O 2.442 -0.918 -0.072
S -0.179 0.269 -0.932
H -2.140 0.533 0.107
H -0.540 0.721 1.206
```

E_HOMO: -8.891 eV
Gap between HOMO and LUMO: 8.17 eV
LUMO level: -0.7 eV

***

Short version: model C is the most stable of them.

***

Model A:
Formula: C8H15N2O
Source: OMol25
Level of theory: ωB97M-V with the def2-TZVPD basis set

```
26
Properties=species:S:1:pos:R:3
C 0.184 -0.100 -0.143
C -2.466 0.089 -1.258
C 2.368 -0.099 -0.634
C 2.008 -1.464 -0.043
C -2.355 0.797 1.264
C 1.198 2.160 -0.898
C -0.317 -2.482 0.281
C -1.831 0.778 -0.156
N 1.176 0.732 -0.411
N 0.534 -1.300 0.209
O -1.909 -0.829 -1.769
H -3.465 0.540 -1.670
H 3.166 0.289 -0.068
H 2.670 -0.310 -1.628
H 2.053 -2.192 -0.827
H 2.374 -1.642 0.961
H -3.411 1.254 1.031
H -1.679 1.341 1.968
H -2.324 -0.091 1.772
H 2.060 2.503 -0.255
H 1.601 2.074 -1.843
H 0.222 2.767 -0.668
H -0.128 -2.969 1.215
H -0.318 -3.043 -0.567
H -1.289 -2.271 0.516
H -1.483 1.793 -0.384
```

E_HOMO: -13.237 eV
Gap between HOMO and LUMO: 9.90 eV
Total charge: +1
LUMO level: -3.3 eV

***

Model B:
Formula: C8H15N2O
Source: OMol25
Level of theory: ωB97M-V with the def2-TZVPD basis set

```
26
Properties=species:S:1:pos:R:3
C 2.729 0.058 -0.568
N 1.597 0.787 -0.050
C 1.793 2.199 -0.116
C 0.579 0.085 0.264
C 0.344 -1.365 0.399
C -1.077 -1.904 0.343
C -1.952 -1.318 -0.792
C -2.791 -0.156 -0.321
N -2.020 0.818 0.470
C -0.766 0.928 0.716
O -0.253 1.846 1.577
H 2.855 -1.065 -0.271
H 2.723 -0.049 -1.713
H 3.607 0.630 -0.231
H 2.643 2.657 0.440
H 2.320 2.426 -1.103
H 1.019 2.850 0.135
H 0.556 -1.932 1.316
H 0.795 -1.843 -0.398
H -1.710 -1.640 1.325
H -0.927 -2.998 0.381
H -1.387 -1.056 -1.755
H -2.682 -2.096 -1.116
H -3.341 0.269 -1.174
H -3.603 -0.473 0.385
H -1.051 2.342 1.856
```

E_HOMO: -13.495 eV
SMILES: C[N+](C)=C1CCCCN=C1O
Gap between HOMO and LUMO: 9.10 eV
Total charge: +1
LUMO level: -4.4 eV

***

Model C:
Formula: C8H15N2O
Source: OMol25
Level of theory: ωB97M-V with the def2-TZVPD basis set

```
26
Properties=species:S:1:pos:R:3
C -2.515 -2.117 -0.189
C -1.512 -0.945 0.150
C -2.017 0.302 0.153
O -3.043 0.930 0.039
N -0.717 1.277 0.489
C -0.992 2.691 0.389
C 0.306 0.776 -0.162
C 1.251 1.562 -0.988
C 0.782 -0.736 -0.065
C 2.193 -1.002 0.215
N -0.260 -1.426 0.803
H -2.049 -2.625 -0.982
H -3.498 -1.765 -0.533
H -2.687 -2.652 0.760
H -0.163 3.325 0.759
H -1.110 2.864 -0.706
H -1.990 2.951 0.797
H 1.573 1.044 -1.841
H 2.149 1.343 -0.386
H 0.978 2.624 -1.209
H 0.552 -0.957 -1.083
H 2.408 -2.028 0.490
H 2.396 -0.413 1.236
H 2.980 -0.741 -0.457
H -0.270 -2.457 0.553
H -0.068 -1.374 1.786
```

E_HOMO: -11.881 eV
SMILES: CC1=C([O-])[N+](C)=C(C)[C@@H](C)[NH2+]1
Gap between HOMO and LUMO: 7.84 eV
Total charge: +1
LUMO level: -4.0 eV

***

Short version: model B is the most stable of them.